1.
The following is a quantum chemistry calculation of 2 unconnected molecules or ions with the total composition C2H5N2O3, from the OMol25 dataset.

```
12
Properties=species:S:1:pos:R:3:forces:R:3
H -1.545032 2.820811 -1.489854 -0.495 0.004 0.073
O -0.065026 1.949219 -0.488863 -0.653 0.652 0.109
N 1.425641 -0.113534 0.481448 -0.529 -0.369 0.185
C -1.221012 1.877611 -0.999956 1.625 -0.828 -0.047
H 0.817680 0.727273 0.347244 0.551 -0.504 -0.441
H -0.867338 -2.306153 0.536576 -0.295 0.037 -0.246
N -0.467191 -1.405538 0.358221 0.363 0.012 0.034
H -0.897731 -0.697941 -0.248411 -0.130 -0.160 0.279
C 0.854515 -1.343167 0.700355 0.146 0.980 0.048
O 1.465894 -2.292496 1.193262 0.019 -0.225 -0.087
O -1.900368 0.839224 -1.099133 -0.553 0.278 -0.033
H 2.399968 -0.055309 0.709111 -0.049 0.123 0.127
```
Positions in Å, forces in eV/Å.

Calculated values
Net charge = -1
HOMO-LUMO gap = 9.24 eV
Relative energy (zero: lowest compared OMol25 entry of this formula, charge and spin) = 0.161 eV

Atomic charges from the Mulliken analysis, expressed in e, are listed below: number 1, H, carries 0.36; number 2, O, carries -0.76; number 3, N, carries -0.30; number 4, C, carries 0.06; number 5, H, carries 0.31; number 6, H, carries 0.18; number 7, N, carries -0.30; number 8, H, carries 0.29; number 9, C, carries 0.46; number 10, O, carries -0.72; number 11, O, carries -0.73; number 12, H, carries 0.16

2.
The following is a quantum chemistry calculation of a molecular structure, C22H31ClGaN2O4, from the OMol25 dataset.

```
61
Properties=species:S:1:pos:R:3:forces:R:3
H 1.162731 4.051248 2.667133 -0.311 -0.247 -0.281
H -2.391439 -2.434926 -1.074247 0.342 -0.002 0.239
C -1.672207 0.024658 -4.612597 -0.250 0.019 -0.374
H 1.407305 -5.121109 0.398973 -0.064 0.096 0.285
C 1.517244 4.073019 -0.094780 -0.850 -0.338 -1.266
H -0.540149 -3.943762 1.783208 0.000 0.076 0.329
C 1.208942 2.921296 0.846358 0.538 -0.207 0.045
C -1.447024 2.498755 -1.673582 -0.366 1.192 -1.194
C -0.216100 0.035341 3.000462 2.553 -0.052 -1.441
H 2.826481 -1.829520 0.447633 0.260 0.030 0.210
O 0.384242 0.004125 1.807194 0.347 0.017 3.356
H 3.040302 -2.964091 1.830993 -0.381 0.422 -0.232
H -2.745767 3.000476 -4.298339 0.129 -0.030 -0.002
C -0.304349 -2.859200 -0.853094 1.206 1.596 1.199
Ga 0.025122 0.002103 0.049208 -0.771 0.051 0.109
N 0.310772 2.081741 0.031765 -1.587 2.006 -0.709
H -1.614992 3.356651 -2.341914 -0.026 -0.128 0.279
H -2.069696 0.093356 3.935847 -0.348 0.002 -0.413
H -2.762973 -2.948631 -4.325744 0.126 0.031 0.001
O 0.266206 -4.076252 -0.983530 0.028 -0.197 0.408
H -1.943091 0.957194 2.298501 -0.139 -0.471 0.483
H 0.053063 -2.521974 2.721162 0.012 -0.315 -0.198
C -1.474279 -2.483008 -1.700207 -0.417 -1.125 -1.221
C 1.101832 -2.943765 0.899462 0.531 0.173 0.082
C -1.675743 0.071583 2.913610 -0.955 0.013 -0.029
H 0.188059 2.559622 2.698318 0.013 0.310 -0.216
O 0.358046 4.055281 -1.029509 0.053 0.220 0.429
H -1.613781 -3.328885 -2.388301 -0.055 0.090 0.279
C 2.351099 -2.240015 1.339960 1.121 0.216 0.120
H -1.983789 -0.815275 2.320295 -0.140 0.484 0.470
O 0.462344 0.033365 4.019522 -0.723 0.008 -0.086
C -0.242033 2.856140 -0.869688 1.143 -1.576 1.097
H 2.136637 -1.403488 2.027987 0.060 -0.513 -0.294
C -1.841227 -2.460419 -4.666422 0.023 -0.181 -0.329
H -1.953375 2.280030 -5.695767 0.039 0.203 -0.168
C 0.494874 3.403570 2.064588 -0.719 0.523 0.903
H 2.898945 1.761166 0.378062 0.259 -0.047 0.205
C -1.824528 2.512514 -4.640892 0.017 0.165 -0.313
H -0.381573 3.985674 1.749503 0.004 -0.078 0.331
C 0.347855 -3.386011 2.109474 -0.738 -0.486 0.871
H 2.214468 1.356082 1.966856 0.053 0.495 -0.297
C -1.430265 -1.219342 -2.527866 0.548 0.662 0.012
C 2.443564 2.184787 1.274280 1.128 -0.224 0.089
C -1.578227 -1.186713 -3.926760 -0.026 -0.621 1.744
C -1.571225 1.228850 -3.914980 -0.032 0.599 1.720
H -2.338124 2.439424 -1.012319 0.322 -0.032 0.238
C -1.420526 0.010744 -1.789991 -1.151 0.007 -0.021
H -1.974086 -2.216352 -5.718491 0.039 -0.193 -0.158
H -1.547871 0.021896 -0.428688 -1.465 -0.021 -2.026
H 2.406971 3.854334 -0.681506 0.074 0.051 -0.182
C 1.398790 -4.117863 -0.017464 -0.832 0.349 -1.300
N 0.241772 -2.090880 0.057538 -1.622 -2.018 -0.806
H 2.311032 -3.938367 -0.583086 0.063 -0.049 -0.170
H 0.980809 -4.045814 2.736086 -0.294 0.263 -0.289
H 1.569551 5.081413 0.305820 -0.057 -0.092 0.288
H -0.998115 3.218581 -4.528112 -0.068 0.038 -0.083
H -1.018049 -3.172416 -4.567066 -0.067 -0.035 -0.079
H 3.157548 2.889055 1.757714 -0.390 -0.399 -0.224
H -1.940426 0.031159 -5.680628 0.303 -0.007 0.512
Cl 1.753753 -0.039726 -1.128822 2.964 -0.069 -1.898
C -1.423225 1.246272 -2.516618 0.545 -0.654 -0.033
```
Positions in Å, forces in eV/Å.

Calculated values
Net charge = -1
HOMO-LUMO gap (alpha / beta) = 3.13 / 3.39 eV

Atomic charges from the Mulliken analysis, expressed in e, are listed below: number 1, H, carries 0.45; number 2, H, carries 0.01; number 3, C, carries -1.00; number 4, H, carries 0.31; number 5, C, carries -0.92; number 6, H, carries 0.41; number 7, C, carries 1.45; number 8, C, carries -1.22; number 9, C, carries 0.99; number 10, H, carries 0.45; number 11, O, carries 0.28; number 12, H, carries 0.48; number 13, H, carries 0.37; number 14, C, carries 1.09; number 15, Ga, carries -1.82; number 16, N, carries 0.46; number 17, H, carries 0.43; number 18, H, carries 0.53; number 19, H, carries 0.37; number 20, O, carries -0.47; number 21, H, carries 0.00; number 22, H, carries 0.04; number 23, C, carries -1.20; number 24, C, carries 1.44; number 25, C, carries -0.89; number 26, H, carries 0.06; number 27, O, carries -0.48; number 28, H, carries 0.39; number 29, C, carries -1.80; number 30, H, carries 0.01; number 31, O, carries -0.72; number 32, C, carries 1.09; number 33, H, carries 0.14; number 34, C, carries -2.01; number 35, H, carries 0.36; number 36, C, carries -1.49; number 37, H, carries 0.46; number 38, C, carries -2.00; number 39, H, carries 0.40; number 40, C, carries -1.48; number 41, H, carries 0.14; number 42, C, carries 0.97; number 43, C, carries -1.80; number 44, C, carries 1.33; number 45, C, carries 1.31; number 46, H, carries -0.01; number 47, C, carries 0.12; number 48, H, carries 0.36; number 49, H, carries -1.10; number 50, H, carries 0.36; number 51, C, carries -0.91; number 52, N, carries 0.44; number 53, H, carries 0.36; number 54, H, carries 0.45; number 55, H, carries 0.31; number 56, H, carries 0.33; number 57, H, carries 0.33; number 58, H, carries 0.47; number 59, H, carries 0.12; number 60, Cl, carries -0.50; number 61, C, carries 0.93

What did we get for F_max? Answer: 0.03547, 0.06847 Eh/bohr, in the order shown.